[1]
Computed, not measured: CH2Br2ClOP as an isolated structure, with wB97M-V/def2-TZVPD.

Values from the calculation:
electronic energy: -165011.6468 eV
HOMO (spin up / spin down): -9.097 / -8.973 eV
LUMO level (spin up / spin down): -0.7 / -2.7 eV
ΔE to the lowest compared entry with this formula, charge and spin: 2.8717 eV
frontier orbital gap (spin up / spin down): 8.36 / 6.26 eV
molecular weight: 256.3 u

```
8
Properties=species:S:1:pos:R:3:forces:R:3
C 1.9184 0.9332 0.1405 0.597 1.202 2.622
O -0.9386 -0.5158 1.2260 0.122 0.012 0.730
P -1.3491 -0.6706 -0.1600 -0.635 -0.774 -0.622
Cl 1.2557 -0.1406 -0.9330 0.373 -0.113 -0.735
Br -2.0013 -2.8511 -0.6974 0.217 0.879 0.192
Br -3.0646 0.6593 -0.6601 -0.049 -0.072 -0.076
H 2.4569 1.8852 -0.1800 -1.078 -1.639 0.225
H 1.7225 0.7004 1.2639 0.453 0.505 -2.336
```
Forces are in eV/Å.

Atom charges from the natural (NBO) analysis, given in e for atoms 1 to 6: number 1, C, carries -0.4312; number 2, O, carries -1.0396; number 3, P, carries 1.3254; number 4, Cl, carries 0.1311; number 5, Br, carries -0.2338; number 6, Br, carries -0.1937

=====

[2]
Computed, not measured: a 2-piece molecular cluster, CH2Br2O2S overall, with wB97M-V/def2-TZVPD.

Values from the calculation:
electronic energy: -156081.1212 eV
HOMO (spin up / spin down): -9.813 / -9.366 eV
LUMO level (spin up / spin down): -1.8 / -2.9 eV
ΔE to the lowest compared entry with this formula, charge and spin: 2.1605 eV
frontier orbital gap (spin up / spin down): 7.97 / 6.45 eV
molecular weight: 237.9 u

```
8
Properties=species:S:1:pos:R:3:forces:R:3
C -1.2668 -0.1312 1.0973 2.922 -1.127 -0.763
O 0.6017 -2.4559 -0.6649 -1.112 -0.186 0.471
O -1.6624 -3.4909 -0.5808 -1.076 -0.966 -0.622
S -0.6868 -2.6432 -0.0210 1.888 2.187 0.949
Br 0.2652 -0.1237 2.0769 0.803 0.546 -0.278
Br -0.2223 -3.3742 2.1700 -0.072 -0.482 -0.226
H -1.9775 -0.2106 1.7950 -3.413 -0.591 1.691
H -1.3597 0.3985 0.2032 0.060 0.619 -1.223
```
Forces are in eV/Å.

Atom charges from the natural (NBO) analysis, given in e for atoms 1 to 6: number 1, C, carries -0.4035; number 2, O, carries -0.8617; number 3, O, carries -0.8558; number 4, S, carries 1.7613; number 5, Br, carries 0.2164; number 6, Br, carries -0.2512

=====

[3]
Computed, not measured: CH2Br2S as an isolated structure, with wB97M-V/def2-TZVPD.

Values from the calculation:
electronic energy: -151986.2257 eV
HOMO (spin up / spin down): -8.600 / -9.912 eV
LUMO level (spin up / spin down): -2.4 / -0.8 eV
ΔE to the lowest compared entry with this formula, charge and spin: 2.7701 eV
frontier orbital gap (spin up / spin down): 6.22 / 9.12 eV
molecular weight: 205.9 u

```
6
Properties=species:S:1:pos:R:3:forces:R:3
C -0.3314 0.9511 1.9755 0.200 0.226 -0.304
S 1.0188 -0.9062 -2.1594 0.449 -0.261 0.214
Br -0.4031 0.1338 0.3139 -0.255 -0.100 0.168
Br 0.1189 2.7487 2.0562 -0.059 -0.012 0.087
H -0.0130 0.3487 2.8082 0.004 -0.109 0.069
H 0.0915 -0.3921 -2.9546 -0.340 0.256 -0.234
```
Forces are in eV/Å.

In elementary charge units, the natural (NBO) charges are: number 1, C, carries -0.4363; number 2, S, carries -0.1574; number 3, Br, carries 0.1679; number 4, Br, carries 0.1237; number 5, H, carries 0.2043; number 6, H, carries 0.0978

=====

[4]
Computed, not measured: a 2-piece molecular cluster, CH2Br2S overall, with wB97M-V/def2-TZVPD.

Values from the calculation:
electronic energy: -151987.4102 eV
HOMO (spin up / spin down): -9.259 / -9.068 eV
LUMO level (spin up / spin down): -2.1 / -2.3 eV
ΔE to the lowest compared entry with this formula, charge and spin: 1.5856 eV
frontier orbital gap (spin up / spin down): 7.14 / 6.79 eV
molecular weight: 205.9 u

```
6
Properties=species:S:1:pos:R:3:forces:R:3
C -0.2418 -0.3033 -0.4644 1.289 3.556 -0.530
S -1.2489 0.8520 0.3431 0.534 -0.106 0.599
Br -0.0998 -2.0104 0.0194 0.178 -1.234 0.083
Br 2.3633 0.6008 -0.0158 -1.564 -0.499 -0.269
H -0.0641 0.1523 -1.4661 0.000 -1.515 0.410
H -0.7087 0.7085 1.5838 -0.437 -0.203 -0.294
```
Forces are in eV/Å.

In elementary charge units, the natural (NBO) charges are: number 1, C, carries -0.4277; number 2, S, carries 0.1611; number 3, Br, carries 0.2914; number 4, Br, carries -0.4529; number 5, H, carries 0.2672; number 6, H, carries 0.1609

=====

[5]
Computed, not measured: a 2-piece molecular cluster, CH2Br3ClSi overall, with wB97M-V/def2-TZVPD.

Values from the calculation:
electronic energy: -231597.3891 eV
HOMO (spin up / spin down): -9.021 / -8.913 eV
LUMO level (spin up / spin down): -0.7 / -2.6 eV
ΔE to the lowest compared entry with this formula, charge and spin: 2.5106 eV
frontier orbital gap (spin up / spin down): 8.29 / 6.32 eV
molecular weight: 317.3 u

```
8
Properties=species:S:1:pos:R:3:forces:R:3
C 1.5836 -0.7104 1.0189 -1.387 1.464 1.035
Si -1.2093 0.3847 -0.6106 -0.485 0.383 -0.640
Cl 2.2179 -1.8972 0.0166 -0.043 0.280 0.323
Br -2.0877 -0.6905 -2.4227 0.489 0.124 0.612
Br -0.2740 2.2683 -1.4110 0.123 -0.353 0.136
Br -3.0347 1.1529 0.4565 0.322 -0.274 0.145
H 0.9563 -0.8554 1.9068 0.264 -1.202 -0.584
H 1.8477 0.3475 1.0455 0.716 -0.423 -1.027
```
Forces are in eV/Å.

Atom charges from the natural (NBO) analysis, given in e for atoms 1 to 6: number 1, C, carries -0.4193; number 2, Si, carries 0.8270; number 3, Cl, carries 0.0881; number 4, Br, carries -0.2973; number 5, Br, carries -0.3034; number 6, Br, carries -0.2971

=====

[6]
Computed, not measured: CH2Br3O3PS as an isolated structure, with wB97M-V/def2-TZVPD.

Values from the calculation:
electronic energy: -237465.8107 eV
HOMO: -9.413 eV
LUMO level: -0.1 eV
ΔE to the lowest compared entry with this formula, charge and spin: 0.0000 eV
frontier orbital gap: 9.33 eV
molecular weight: 364.8 u

```
11
Properties=species:S:1:pos:R:3:forces:R:3
C 2.7272 -0.9129 -0.6026 -0.584 0.966 0.307
O -2.7361 0.9455 1.1846 1.461 -2.537 -0.192
O -1.9742 -0.6528 -0.5916 -0.593 -1.282 -1.193
O 2.0409 -1.3184 -1.4571 0.140 -0.495 -0.273
P -1.4236 0.4471 0.3464 0.458 2.464 0.305
S -0.5051 1.8932 -0.5944 -0.629 -0.745 0.683
Br 2.9026 0.9727 -0.2729 0.356 -0.076 -0.089
Br -0.1714 -0.7159 1.7373 -0.475 0.279 -0.029
Br 3.5766 -1.9283 0.7443 0.236 -0.427 0.079
H -2.8076 1.8625 1.0115 -0.231 1.814 -0.202
H -1.6292 -0.5927 -1.5055 -0.140 0.038 0.604
```
Forces are in eV/Å.

Atom charges from the natural (NBO) analysis, given in e for atoms 1 to 6: number 1, C, carries 0.3493; number 2, O, carries -0.9576; number 3, O, carries -1.0018; number 4, O, carries -0.4863; number 5, P, carries 1.6592; number 6, S, carries -0.5853

=====

[7]
Computed, not measured: an isolated molecule of CH2Br3PS, with wB97M-V/def2-TZVPD.

Values from the calculation:
electronic energy: -231318.7426 eV
HOMO: -8.596 eV
LUMO level: -2.5 eV
ΔE to the lowest compared entry with this formula, charge and spin: 3.5981 eV
frontier orbital gap: 6.05 eV
molecular weight: 316.8 u

```
8
Properties=species:S:1:pos:R:3:forces:R:3
C 0.6196 -1.0585 0.0189 0.002 -1.734 0.342
P -2.6063 0.0016 -0.1283 -0.329 -0.267 0.383
S -2.4765 -1.3668 1.4015 -1.365 0.288 0.043
Br -0.0247 -2.1831 1.2940 0.440 1.617 -2.353
Br -4.3050 1.4262 0.5947 0.923 -0.752 -0.231
Br -3.7540 -1.0261 -1.8285 0.292 0.197 0.496
H 0.6991 -1.2377 -1.0606 -0.513 -0.550 0.749
H 1.1816 -0.2823 0.4305 0.549 1.200 0.571
```
Forces are in eV/Å.

Atom charges from the natural (NBO) analysis, given in e for atoms 1 to 6: number 1, C, carries -0.5724; number 2, P, carries 0.4978; number 3, S, carries -0.4332; number 4, Br, carries 0.5078; number 5, Br, carries -0.1961; number 6, Br, carries -0.2371

=====

[8]
Computed, not measured: an isolated molecule of CH2BrCl2P, with wB97M-V/def2-TZVPD.

Values from the calculation:
electronic energy: -105446.3782 eV
SMILES string: ClP(Cl)CBr
HOMO: -9.850 eV
LUMO level: 0.5 eV
ΔE to the lowest compared entry with this formula, charge and spin: 0.2715 eV
frontier orbital gap: 10.34 eV
molecular weight: 195.8 u

```
7
Properties=species:S:1:pos:R:3:forces:R:3
Cl -1.9553 -1.2863 -0.6538 -0.025 -0.314 -0.126
P -0.9396 0.4877 -0.7295 1.714 -0.482 0.983
Cl -1.5678 1.2571 1.0742 -0.068 0.296 -0.062
C 0.8099 -0.1820 0.0186 -3.464 3.759 0.058
Br 2.0709 1.2190 -0.2383 0.156 -0.053 0.328
H 0.5392 -0.4849 0.9914 0.230 0.349 1.523
H 1.0427 -1.0106 -0.4627 1.457 -3.555 -2.705
```
Forces are in eV/Å.

Atom charges from the natural (NBO) analysis, given in e for atoms 1 to 6: number 1, Cl, carries -0.2960; number 2, P, carries 0.8148; number 3, Cl, carries -0.2978; number 4, C, carries -0.7021; number 5, Br, carries 0.0500; number 6, H, carries 0.2282